{"formula": "C26H37N10O4PS", "method": "wB97M-V/def2-TZVPD", "energy_ha": -2600.85608, "homo_lumo_gap_ev": 7.8, "e_homo_ha": -0.3200, "species": ["C", "N", "C", "C", "O", "C", "C", "C", "P", "S", "C", "O", "O", "C", "O", "H", "H", "H", "H", "H", "H", "H", "H", "H", "H", "C", "C", "N", "H", "H", "H", "C", "C", "N", "H", "H", "H", "C", "C", "N", "H", "H", "H", "C", "C", "N", "H", "H", "H", "C", "C", "N", "H", "H", "H", "C", "C", "N", "H", "H", "H", "C", "C", "N", "H", "H", "H", "C", "C", "N", "H", "H", "H", "C", "C", "N", "H", "H", "H"], "coordinates": [[1.167368, -5.324023, -0.015565], [0.680273, -3.928319, -0.086438], [-0.055681, -3.488520, 1.108616], [-0.005338, -3.649762, -1.304274], [0.422823, -2.803763, -2.003005], [-1.261244, -4.395389, -1.837329], [-1.993397, -5.306730, -0.867611], [-2.877689, -5.065472, 0.106925], [-3.544812, -3.447858, 0.654227], [-3.177615, -3.060188, 2.524948], [-3.243417, -6.443244, 0.633515], [-3.991810, -6.656023, 1.471292], [-2.575203, -7.442699, -0.050775], [-1.788901, -6.819587, -0.975315], [-1.098050, -7.300298, -1.756407], [0.651643, -6.023859, -0.688522], [2.229075, -5.302484, -0.304531], [1.159891, -5.643150, 1.035413], [-0.467376, -4.309378, 1.713179], [-0.805056, -2.719849, 0.883568], [0.676529, -2.976488, 1.756170], [-1.979353, -3.613345, -2.125966], [-1.030118, -4.921809, -2.771222], [-3.036760, -2.463002, -0.240631], [-4.951876, -3.522861, 0.473641], [2.379880, 0.047680, 1.082424], [1.228265, -0.133528, 1.978846], [0.324201, -0.273810, 2.655166], [3.216856, 0.462810, 1.634258], [2.674616, -0.908948, 0.657480], [2.113709, 0.725711, 0.280228], [-0.448461, 2.917812, -0.651233], [0.881877, 3.002427, -0.037666], [1.910224, 3.068085, 0.443096], [-0.512723, 3.601984, -1.492053], [-0.627890, 1.901466, -1.001333], [-1.206943, 3.181415, 0.079613], [-3.417942, 5.592988, 0.853186], [-2.708556, 5.397661, -0.421282], [-2.159980, 5.246706, -1.405718], [-3.156563, 6.560320, 1.276913], [-4.489809, 5.556289, 0.688747], [-3.140327, 4.810468, 1.556857], [2.841681, 3.737880, 3.955813], [3.185480, 5.114125, 4.340257], [3.451271, 6.178687, 4.635310], [1.995922, 3.388431, 4.545428], [2.577358, 3.703911, 2.899516], [3.691873, 3.081044, 4.131638], [6.728492, 1.296892, 1.169010], [5.853481, 0.199487, 0.733541], [5.174404, -0.646967, 0.396875], [6.337339, 2.246034, 0.806383], [6.775740, 1.321752, 2.256267], [7.730727, 1.148854, 0.771701], [-3.320048, -1.233504, -4.762629], [-3.722967, -2.560974, -4.277716], [-4.034495, -3.588650, -3.905240], [-3.502508, -1.161301, -5.833104], [-3.894013, -0.463577, -4.250198], [-2.259766, -1.077408, -4.569675], [4.902553, -3.337260, -2.059517], [4.490067, -4.684159, -1.641785], [4.170597, -5.723760, -1.310615], [4.729405, -3.213657, -3.127051], [4.327376, -2.590124, -1.514744], [5.960838, -3.194336, -1.849762], [2.802638, 5.781508, -1.294721], [3.918218, 5.806863, -2.251203], [4.781520, 5.826490, -2.989756], [2.858159, 4.880876, -0.685522], [2.851870, 6.654187, -0.645495], [1.854617, 5.791039, -1.830976], [-7.988127, 5.503215, 1.905914], [-6.647800, 5.586690, 2.503364], [-5.613027, 5.651342, 2.968665], [-8.055411, 6.178125, 1.054499], [-8.179813, 4.485498, 1.570987], [-8.738008, 5.783302, 2.643147]], "forces_ev_per_angstrom": [[1.0, 0.5, 0.2], [-1.1, -1.0, 0.0], [0.9, 0.5, 0.6], [0.0, -1.2, 0.8], [0.5, 1.9, -1.6], [-0.9, -0.2, 0.9], [0.4, 0.1, -0.3], [0.5, -0.4, -1.3], [-0.2, -0.4, 1.6], [0.0, 0.1, -0.3], [1.6, 2.0, -1.9], [-2.9, -1.3, 3.2], [0.3, 0.2, -0.2], [-1.9, 3.1, 1.8], [2.2, -2.6, -2.5], [0.0, 0.1, 0.4], [-0.5, -0.3, 0.0], [-0.3, -0.2, -0.4], [-0.2, 0.2, -0.4], [0.1, -0.3, 0.0], [-0.4, -0.1, 0.0], [0.4, -0.1, 0.0], [0.2, 0.0, 0.4], [-0.3, -0.6, -0.2], [0.5, 0.0, -0.6], [-0.5, -0.3, 0.3], [1.3, 0.3, -1.1], [-1.1, -0.1, 0.9], [0.0, 0.0, 0.0], [0.0, 0.0, 0.1], [0.1, 0.0, 0.0], [0.5, -0.3, 0.1], [-1.7, -0.1, -0.7], [1.2, 0.2, 0.6], [0.0, 0.0, 0.0], [0.1, 0.0, 0.1], [0.0, 0.0, 0.0], [0.3, -0.1, -0.4], [-0.9, 0.4, 1.5], [0.6, -0.1, -1.2], [0.0, 0.0, 0.0], [0.0, 0.0, 0.0], [-0.1, 0.0, 0.0], [0.0, 0.3, 0.0], [-0.4, -1.7, -0.5], [0.3, 1.4, 0.4], [0.0, 0.0, 0.0], [0.0, 0.0, 0.0], [0.0, 0.0, 0.0], [-0.2, -0.2, -0.1], [1.1, 1.3, 0.5], [-0.6, -1.1, -0.5], [0.0, 0.0, 0.0], [0.0, 0.0, 0.0], [0.0, 0.0, 0.0], [-0.1, -0.3, 0.1], [0.5, 1.6, -0.6], [-0.4, -1.3, 0.6], [0.0, 0.0, 0.0], [0.0, 0.0, 0.0], [0.0, 0.0, 0.0], [-0.1, -0.3, 0.1], [0.6, 1.6, -0.5], [-0.2, -1.3, 0.3], [0.0, 0.0, 0.0], [0.0, 0.0, 0.0], [0.0, 0.0, 0.0], [0.3, 0.0, -0.2], [-1.4, 0.0, 1.2], [1.1, 0.0, -0.9], [0.0, 0.1, 0.0], [0.0, 0.0, 0.0], [0.0, 0.0, 0.0], [0.3, 0.0, 0.1], [-1.7, -0.1, -0.7], [1.3, 0.1, 0.6], [0.0, 0.0, 0.0], [0.0, 0.0, 0.0], [0.0, 0.0, 0.0]], "lowdin_charge": [-0.035, -0.159, -0.112, -0.447, 0.131, -0.029, -0.105, -0.234, 0.394, 0.152, -0.464, 0.215, 0.178, -0.441, 0.216, 0.080, 0.037, 0.097, 0.068, 0.041, 0.076, 0.088, 0.138, -0.007, -0.009, -0.097, -0.285, 0.135, 0.053, 0.057, 0.039, -0.054, -0.238, 0.152, 0.050, 0.088, 0.066, -0.079, -0.265, 0.135, 0.087, 0.050, 0.079, -0.070, -0.289, 0.121, 0.083, 0.041, 0.076, -0.050, -0.248, 0.154, 0.084, 0.083, 0.084, -0.059, -0.279, 0.137, 0.083, 0.081, 0.082, -0.063, -0.264, 0.133, 0.080, 0.057, 0.079, -0.073, -0.286, 0.119, 0.029, 0.083, 0.078, -0.058, -0.265, 0.145, 0.082, 0.083, 0.084]}